Entry 1:
{
  "formula": "C5H12O3",
  "method": "ωB97M-V/def2-TZVPD",
  "species": ["C", "C", "C", "O", "C", "C", "H", "H", "H", "H", "H", "H", "H", "H", "H", "H", "O", "H", "H", "O"],
  "positions_angstrom": [[-0.798, 1.914, 1.564], [0.562, 1.672, 0.991], [0.857, 0.560, 0.229], [-0.221, -0.176, -0.258], [2.129, 0.133, -0.161], [2.442, -0.877, -1.063], [-0.861, 2.808, 2.186], [-1.567, 2.013, 0.786], [-1.141, 1.066, 2.177], [1.365, 2.356, 1.229], [-0.018, -1.113, -0.249], [2.969, 0.691, 0.246], [1.696, -1.392, -1.657], [3.455, -1.233, -1.202], [-2.103, -0.134, 1.615], [-2.772, -0.362, 0.278], [-2.888, -0.530, 1.217], [-0.270, -1.204, -2.598], [-0.179, -2.598, -1.924], [-0.793, -1.916, -2.206]],
  "spin_multiplicity": 2,
  "total_charge": -1,
  "de_lowest_kcal_mol": 26.3,
  "orbital_gap_ev": [3.817, 6.445],
  "lumo_energy_ha": [0.13585, 0.13329],
  "s2": 0.766
}

***

Entry 2:
{
  "formula": "C5H12O3",
  "method": "ωB97M-V/def2-TZVPD",
  "species": ["C", "C", "C", "O", "C", "C", "H", "H", "H", "H", "H", "H", "H", "H", "H", "H", "O", "H", "H", "O"],
  "positions_angstrom": [[2.808, -0.048, 0.007], [4.110, -0.147, 0.459], [-0.723, 0.713, 0.485], [-1.978, 0.898, -0.108], [0.339, -0.161, -0.218], [1.582, -0.244, 0.655], [2.694, 0.112, -1.075], [4.328, -0.776, 1.307], [4.918, 0.167, -0.171], [-0.239, 1.675, 0.773], [-0.834, 0.162, 1.466], [0.658, 0.179, -1.185], [-0.093, -1.145, -0.354], [1.525, -0.964, 1.506], [-2.672, -0.183, 0.810], [-3.987, -0.774, 1.440], [-3.039, -0.884, 1.472], [-2.197, -0.190, -2.947], [-1.794, 0.344, -1.539], [-1.398, 0.023, -2.452]],
  "spin_multiplicity": 2,
  "total_charge": -1,
  "de_lowest_kcal_mol": 19.8,
  "orbital_gap_ev": [7.715, 6.956],
  "lumo_energy_ha": [0.13460, 0.10533],
  "s2": 0.788
}